1.
{
  "formula": "C48H108F2NO4P3S2",
  "method": "the ωB97M-V functional and the def2-TZVPD basis",
  "species": ["C", "C", "C", "C", "P", "C", "C", "C", "C", "C", "C", "C", "C", "C", "C", "C", "C", "H", "H", "H", "H", "H", "H", "H", "H", "H", "H", "H", "H", "H", "H", "H", "H", "H", "H", "H", "H", "H", "H", "H", "H", "H", "H", "H", "H", "H", "H", "H", "H", "H", "H", "H", "H", "C", "C", "C", "C", "P", "C", "C", "C", "C", "C", "C", "C", "C", "C", "C", "C", "C", "H", "H", "H", "H", "H", "H", "H", "H", "H", "H", "H", "H", "H", "H", "H", "H", "H", "H", "H", "H", "H", "H", "H", "H", "H", "H", "H", "H", "H", "H", "H", "H", "H", "H", "H", "H", "C", "C", "C", "C", "P", "C", "C", "C", "C", "C", "C", "C", "C", "C", "C", "C", "C", "H", "H", "H", "H", "H", "H", "H", "H", "H", "H", "H", "H", "H", "H", "H", "H", "H", "H", "H", "H", "H", "H", "H", "H", "H", "H", "H", "H", "H", "H", "H", "H", "H", "H", "H", "H", "N", "S", "O", "O", "F", "S", "O", "O", "F"],
  "xyz": [[3.9690, -0.5962, 2.7309], [3.2793, -1.6415, 3.5545], [1.8405, -1.9719, 3.1696], [1.6052, -2.6471, 1.7584], [-0.0113, -3.5974, 1.4620], [-1.4407, -2.4449, 1.5337], [-1.9369, -2.1444, 3.0216], [-2.7006, -0.8160, 3.0432], [-3.0427, -0.4961, 4.4352], [-0.2644, -4.8591, 2.7376], [-1.5661, -5.6971, 2.4753], [-1.7466, -7.0332, 3.2500], [-2.0635, -6.9004, 4.7987], [0.0347, -4.1833, -0.3089], [1.3268, -5.0203, -0.6804], [1.2983, -5.3799, -2.1414], [2.6791, -5.3039, -2.8627], [3.5579, 0.3796, 2.9896], [3.7559, -0.8195, 1.6855], [5.0184, -0.7502, 2.9824], [3.1141, -1.3303, 4.5860], [3.9569, -2.4186, 3.9081], [1.3018, -1.0255, 3.1242], [1.4583, -2.6303, 3.9497], [2.4449, -3.3324, 1.6430], [1.7232, -1.8588, 1.0149], [-2.2639, -2.8062, 0.9174], [-1.0129, -1.5226, 1.1406], [-1.1193, -2.0959, 3.7407], [-2.6817, -2.8621, 3.3656], [-3.5642, -0.7968, 2.3783], [-2.0902, -0.0479, 2.5683], [-3.5091, -1.3042, 4.9987], [-3.8354, 0.2520, 4.4415], [-2.2818, -0.1091, 5.1129], [-0.1416, -4.4850, 3.7539], [0.5716, -5.5539, 2.6575], [-1.5917, -5.9370, 1.4124], [-2.3664, -4.9827, 2.6682], [-0.9351, -7.7181, 3.0043], [-2.5874, -7.5789, 2.8217], [-1.2025, -6.4498, 5.2923], [-2.4157, -7.7838, 5.3313], [-2.8069, -6.1567, 5.0855], [0.0050, -3.2449, -0.8627], [-0.8488, -4.7909, -0.5046], [1.5157, -5.8913, -0.0529], [2.2012, -4.3840, -0.5437], [0.7115, -4.6638, -2.7167], [0.9015, -6.3746, -2.3442], [2.9546, -4.2677, -3.0592], [2.6481, -5.8698, -3.7937], [3.4821, -5.7638, -2.2866], [-2.1882, 4.6093, -0.4898], [-1.7088, 5.5830, 0.6365], [-0.2503, 5.3109, 0.9040], [0.2602, 6.0192, 2.1946], [1.8420, 5.4615, 2.9915], [1.5624, 3.7405, 3.4432], [0.4301, 3.5485, 4.4498], [-0.3503, 2.3319, 4.1787], [-1.3352, 2.5275, 2.9846], [3.2368, 5.4234, 1.8402], [3.0790, 4.5455, 0.5070], [4.3607, 3.7102, 0.1396], [4.2631, 2.9754, -1.1346], [2.1785, 6.5462, 4.4344], [3.5023, 6.2389, 5.1727], [3.4990, 6.4574, 6.7626], [4.7902, 6.6251, 7.6069], [-3.0494, 5.0459, -0.9956], [-2.3710, 3.5693, -0.2198], [-1.5438, 4.5983, -1.3689], [-2.3497, 5.5299, 1.5166], [-1.8157, 6.5847, 0.2203], [0.3753, 5.5377, 0.0407], [-0.2311, 4.2214, 0.9271], [-0.4939, 5.9577, 2.9792], [0.3567, 7.0901, 2.0160], [2.4865, 3.3470, 3.8665], [1.3050, 3.2078, 2.5277], [-0.2818, 4.3739, 4.4542], [0.7188, 3.3391, 5.4798], [-0.8873, 2.2198, 5.1205], [0.3399, 1.5042, 4.0155], [-2.1973, 1.8617, 3.0233], [-0.8811, 2.3746, 2.0056], [-1.7771, 3.5226, 3.0355], [4.0978, 5.0922, 2.4209], [3.3512, 6.4722, 1.5663], [2.7427, 5.2121, -0.2871], [2.3782, 3.7226, 0.6473], [4.4251, 2.9496, 0.9177], [5.2641, 4.3165, 0.2056], [4.4961, 3.6787, -1.9341], [3.3195, 2.4671, -1.3332], [5.1744, 2.3845, -1.2266], [1.3465, 6.4671, 5.1341], [2.1573, 7.5586, 4.0312], [4.3105, 6.6956, 4.6016], [3.7585, 5.1799, 5.1391], [2.9318, 5.6312, 7.1912], [2.8595, 7.3182, 6.9583], [5.2126, 7.6038, 7.3793], [5.4497, 5.8060, 7.3201], [4.6885, 6.5920, 8.6917], [-5.3778, 0.2433, -0.2030], [-4.0948, -0.5735, -0.5946], [-3.7895, -0.4750, -2.0659], [-2.6812, -1.4511, -2.5180], [-1.9117, -1.1418, -4.1948], [-0.6786, -2.4863, -4.3432], [-0.1490, -2.8323, -5.7511], [1.3117, -3.5101, -5.6636], [2.4423, -2.4926, -5.5890], [-3.2841, -1.4329, -5.4753], [-3.8080, -2.8595, -5.3547], [-4.5267, -3.3070, -6.6511], [-5.0659, -4.8016, -6.5241], [-1.2130, 0.5272, -4.1454], [-0.0570, 0.6906, -5.1532], [0.5154, 2.1663, -5.3117], [-0.4921, 3.0773, -5.7845], [-5.6425, 0.1830, 0.8527], [-6.2619, 0.0026, -0.7933], [-5.2862, 1.3158, -0.3743], [-4.0182, -1.6174, -0.2903], [-3.2765, -0.0961, -0.0556], [-3.4407, 0.5103, -2.3752], [-4.6711, -0.5133, -2.7057], [-3.1060, -2.4468, -2.6455], [-1.8435, -1.4878, -1.8215], [-1.2681, -3.2876, -3.8977], [0.1332, -2.3559, -3.6276], [-0.1670, -1.9700, -6.4176], [-0.7134, -3.5851, -6.3012], [1.5999, -3.9432, -6.6214], [1.3333, -4.2837, -4.8960], [3.4594, -2.8641, -5.7147], [2.4303, -2.0940, -4.5745], [2.3456, -1.7201, -6.3518], [-2.9710, -1.0561, -6.4489], [-4.0004, -0.7000, -5.1039], [-4.4358, -2.9787, -4.4717], [-3.0996, -3.6559, -5.1269], [-3.7561, -3.2739, -7.4213], [-5.2775, -2.5770, -6.9536], [-4.2573, -5.5217, -6.6494], [-5.7693, -5.0476, -7.3196], [-5.5155, -4.9088, -5.5370], [-0.7097, 0.5593, -3.1791], [-1.9340, 1.3443, -4.1704], [-0.4465, 0.3787, -6.1222], [0.7597, 0.0309, -4.8601], [1.3089, 2.1852, -6.0588], [0.9133, 2.4640, -4.3416], [-0.0851, 3.9468, -6.3006], [-1.0419, 3.5567, -4.9746], [-1.1538, 2.5696, -6.4862], [1.0009, -0.8053, -1.0962], [2.3640, -0.5107, -1.6221], [3.4781, -0.7472, -0.7166], [2.5871, 0.2371, -2.8516], [2.4671, -1.9814, -2.2612], [0.9075, 0.8029, -0.4930], [0.6008, 1.8351, -1.4591], [1.7511, 1.1153, 0.7212], [-0.5987, 0.6713, 0.1618]],
  "forces_ev_per_angstrom": [[-0.207, -0.728, 0.130], [-0.733, -0.150, 1.755], [-0.380, -1.020, -0.978], [-0.083, -0.105, 1.002], [0.593, 1.143, -0.140], [0.613, -0.181, 1.807], [-0.482, 0.258, -1.780], [1.347, -0.318, -1.080], [-1.667, 1.140, 1.755], [0.286, -1.648, -0.477], [0.288, 0.460, 0.483], [-1.071, 0.285, 0.955], [0.828, 0.940, -0.568], [1.228, -1.107, 1.408], [-0.299, 1.294, 0.205], [0.984, -0.266, -1.628], [-0.163, -0.353, 0.552], [0.400, 0.187, -0.201], [0.489, 0.365, -0.145], [0.143, 0.861, -0.491], [-0.069, 1.078, 0.223], [-0.167, -1.067, -1.299], [-0.241, 0.018, 0.423], [-0.361, 0.169, 0.081], [-0.200, -0.386, -0.381], [-0.241, -0.297, -0.335], [0.118, 0.035, -0.089], [-0.301, 0.162, -0.298], [0.101, -0.061, -0.102], [0.409, -0.521, -0.065], [-0.341, -0.600, 0.184], [0.360, 0.104, 0.281], [0.082, -0.453, -0.270], [0.003, 0.321, 0.098], [0.497, -0.044, -0.459], [-0.420, 0.451, -0.107], [0.342, -0.077, -0.211], [-0.035, -0.007, -0.102], [-0.474, -0.396, 0.020], [0.449, 0.206, 0.523], [-0.280, 0.353, -0.270], [0.396, -0.591, 0.258], [0.542, -0.315, -0.425], [-0.510, 0.165, -0.881], [0.016, -0.025, -0.199], [-0.190, 0.195, -0.005], [-0.437, -0.048, 0.124], [-0.015, 0.238, 0.177], [-0.532, 0.007, 0.223], [-0.305, 0.022, 0.266], [0.040, -0.062, -0.015], [-0.088, 0.196, -0.110], [-0.020, 0.017, 0.207], [-0.348, 0.994, -0.455], [-0.283, -0.134, -1.784], [0.438, -0.536, 0.807], [0.550, -0.158, -0.155], [-0.753, -0.536, -0.634], [-0.032, 0.440, 0.892], [0.369, 0.509, 0.449], [-1.708, -0.567, -1.079], [-0.020, -0.375, 0.590], [-0.424, -0.209, -0.988], [0.742, -0.349, 0.913], [-0.878, 0.935, 1.965], [1.162, 0.718, -1.622], [0.214, -0.474, 0.151], [0.927, -0.712, 1.049], [-1.090, 0.832, -0.011], [-0.072, -0.093, -1.532], [-0.655, -0.276, 0.541], [-0.051, 0.134, 0.331], [0.859, -0.061, 0.354], [0.133, -0.195, 0.082], [-0.141, 0.195, 0.186], [-0.105, 0.381, 0.021], [0.611, -0.169, 0.661], [-0.050, -0.181, 0.116], [0.117, 0.135, -0.145], [0.147, -0.138, -0.276], [0.266, -0.005, -0.164], [0.152, 0.270, 0.175], [0.933, 0.968, 0.016], [-0.439, -0.796, -0.266], [-0.214, -0.330, 0.086], [0.171, -0.119, 0.146], [0.156, 0.105, 0.066], [0.150, 0.203, -0.086], [0.122, 0.086, 0.027], [0.495, 0.066, -0.082], [0.052, -0.196, -0.095], [-0.622, 0.418, 0.001], [0.176, 0.090, 0.440], [0.046, 0.046, -0.148], [-0.740, 0.227, -0.422], [0.325, -0.153, 0.088], [-0.480, -0.929, 0.166], [-0.266, -0.130, -0.125], [0.071, 0.149, 0.098], [0.161, 0.442, 0.470], [-0.229, -0.324, -0.534], [-0.072, -0.253, -0.207], [-0.032, 0.248, 0.016], [0.420, -0.207, -0.102], [0.472, 0.254, 0.108], [-0.650, -0.157, -0.166], [0.131, -0.409, -0.130], [-0.403, 1.402, 0.462], [0.868, 0.558, -1.405], [-0.420, -0.029, -1.269], [-0.974, -0.254, 0.239], [-0.426, 0.111, -0.207], [1.578, -1.138, -0.060], [-0.230, 1.173, -1.583], [0.040, 0.452, 1.552], [1.430, 0.668, 1.907], [-0.734, -0.758, -0.531], [0.255, -1.181, 0.418], [0.471, 1.562, -0.313], [1.241, -0.043, 0.055], [0.272, 0.955, -0.600], [0.975, -2.588, 0.985], [-1.894, 2.209, -0.592], [0.084, -0.388, 0.005], [0.028, -0.527, 0.045], [0.661, 0.047, -0.182], [-0.816, -0.119, 0.143], [0.279, 0.019, 0.044], [0.190, 0.497, 0.674], [-0.293, -0.831, 0.119], [0.116, -0.276, 0.342], [0.044, 0.031, 0.153], [0.047, -0.455, -0.189], [0.173, 0.491, -0.011], [0.433, 0.150, 0.146], [-0.681, 0.037, 0.491], [-1.071, -0.806, -0.136], [0.010, 0.175, -0.013], [-0.185, -0.606, -0.060], [0.207, 0.772, -0.173], [-0.292, 0.138, 0.175], [0.158, -0.486, -0.117], [-0.442, -0.052, -0.183], [-0.598, 0.510, -0.088], [0.844, 0.338, -0.367], [-0.051, -0.047, -0.244], [-0.273, -0.197, 0.169], [0.173, 0.129, 0.279], [-0.197, 0.210, 0.215], [-0.188, -0.261, -0.148], [-0.291, 0.094, 0.463], [-0.264, -0.253, -0.168], [0.286, -0.009, -0.352], [-0.014, -0.092, -0.078], [0.334, -0.616, 0.309], [0.292, 0.012, -0.050], [0.212, -0.116, -0.209], [-0.543, -0.326, 0.044], [-0.334, 0.243, -0.026], [-4.271, 4.297, 2.973], [9.924, -5.404, -5.463], [-1.216, 2.248, 0.164], [-1.003, 0.647, 2.152], [-0.633, -1.348, -0.909], [-3.240, 2.414, 4.392], [1.181, -1.170, 0.679], [-2.276, -1.103, -3.777], [0.995, -0.631, -0.123]],
  "total_charge": 2,
  "orbital_gap_ev": 9.7,
  "e_lumo_ev": -4.6,
  "max_force_ev_per_a": 12.55,
  "relative_energy_kcal_mol": 116.6,
  "energy_ev": -116164.531,
  "e_homo_ev": -14.2
}


2.
{
  "formula": "C8H14",
  "method": "the ωB97M-V functional and the def2-TZVPD basis",
  "species": ["C", "C", "C", "C", "C", "C", "C", "C", "H", "H", "H", "H", "H", "H", "H", "H", "H", "H", "H", "H", "H", "H"],
  "xyz": [[2.9354, -0.6002, -0.5632], [1.7431, -0.3560, -1.5204], [0.4214, -0.4753, -0.7750], [0.0881, 0.5461, 0.3819], [0.8731, 1.5510, 0.8384], [-1.1267, 0.1660, 1.2660], [-2.3534, -0.5711, 0.6877], [-3.2175, -0.0598, -0.1833], [3.5453, 0.2839, -0.3644], [3.5964, -1.4256, -0.9304], [2.6102, -0.8813, 0.4322], [1.6783, -1.0918, -2.3683], [1.9026, 0.7257, -1.9207], [0.1953, -1.4972, -0.5164], [-0.3146, -0.2358, -1.5755], [0.5809, 2.1818, 1.7178], [1.9192, 1.5788, 0.7452], [-0.6810, -0.5198, 2.1396], [-1.4781, 0.9854, 1.7069], [-2.5008, -1.5424, 1.1368], [-3.0613, 0.8565, -0.7297], [-4.1736, -0.6228, -0.2657]],
  "forces_ev_per_angstrom": [[0.705, -0.959, -0.448], [0.836, 1.328, 0.230], [-1.047, 2.443, -0.548], [0.633, -0.949, 0.407], [-1.521, -0.818, 1.217], [2.001, -4.611, -1.179], [1.169, 0.843, 0.114], [-0.758, -1.334, 0.670], [0.040, -0.020, -0.468], [-0.373, 0.764, 0.303], [-0.323, -0.324, 0.134], [0.434, 0.853, 0.704], [-0.684, -1.907, 0.294], [0.068, -0.373, 0.534], [-0.117, -0.190, 0.610], [-0.265, -0.706, -0.926], [1.171, 0.302, -1.254], [-0.890, 1.397, -1.886], [-1.282, 3.516, 1.969], [-0.478, -0.074, 0.008], [-0.100, 0.223, 0.114], [0.779, 0.596, -0.600]],
  "orbital_gap_ev": 10.1,
  "e_lumo_ev": 1.0,
  "smiles": "C=CCC(=C)CCC",
  "max_force_ev_per_a": 5.16,
  "relative_energy_kcal_mol": 60.7,
  "energy_ev": -8520.446,
  "e_homo_ev": -9.1
}


3.
{
  "formula": "C5H14",
  "method": "the ωB97M-V functional and the def2-TZVPD basis",
  "species": ["C", "C", "H", "H", "H", "H", "H", "H", "C", "C", "C", "H", "H", "H", "H", "H", "H", "H", "H"],
  "xyz": [[-1.8615, 0.8080, -1.2342], [-1.9006, 2.0356, -0.3732], [-2.4864, 0.0139, -0.7752], [-2.0545, 0.9201, -2.3162], [-0.8203, 0.3700, -1.2933], [-0.8936, 2.4194, -0.0317], [-2.2085, 3.0128, -0.8130], [-2.3486, 2.0097, 0.6179], [1.6187, -0.7575, 1.0732], [2.3196, -1.5615, -0.0733], [0.1229, -0.9048, 1.0469], [2.1533, -0.8621, 1.9828], [1.7018, 0.2862, 0.6016], [3.2201, -0.9737, -0.3202], [-0.2515, -1.8353, 1.5448], [-0.5366, -0.0986, 1.3634], [-0.2409, -0.9685, 0.0178], [2.6943, -2.5821, 0.0609], [1.7724, -1.3314, -1.0790]],
  "forces_ev_per_angstrom": [[1.030, -1.501, -0.410], [1.668, 2.970, 0.817], [0.157, 0.348, -0.582], [-0.540, 0.306, 0.642], [-0.909, 0.509, 0.334], [-0.211, -0.913, -0.600], [-0.565, -0.934, -0.183], [-0.722, -0.606, -0.199], [-0.354, 1.405, -3.522], [0.144, 1.751, -1.515], [-1.622, -1.827, 0.292], [0.199, 0.147, 0.963], [0.472, -0.853, 1.292], [0.290, -0.258, 0.365], [0.270, 0.560, -0.241], [0.542, 0.458, 0.783], [0.504, -0.402, -0.028], [-0.773, -0.022, 0.031], [0.421, -1.137, 1.759]],
  "total_charge": -1,
  "spin_multiplicity": 2,
  "orbital_gap_ev": [2.8, 11.5],
  "e_lumo_ev": [4.2, 4.3],
  "max_force_ev_per_a": 3.81,
  "relative_energy_kcal_mol": 29.7,
  "energy_ev": -5409.219,
  "e_homo_ev": [1.5, -7.2]
}


4.
{
  "formula": "C5H13NOS",
  "method": "the ωB97M-V functional and the def2-TZVPD basis",
  "species": ["C", "C", "O", "N", "H", "H", "H", "H", "H", "C", "C", "C", "S", "H", "H", "H", "H", "H", "H", "H", "H"],
  "xyz": [[0.1849, -2.1111, 2.6691], [0.0224, -0.5593, 2.5001], [1.0415, 0.1159, 2.2355], [-1.1699, 0.0251, 2.4316], [-0.5643, -2.4478, 3.4092], [1.1504, -2.3809, 3.0675], [-1.2158, 1.0627, 2.3281], [-2.0697, -0.4177, 2.5101], [0.0133, -2.5598, 1.6915], [0.9941, 0.6613, -1.1412], [1.1181, -0.8680, -1.6920], [-1.1026, 2.3088, -2.6742], [-0.8139, 1.2324, -1.1714], [1.2214, 0.7132, -0.0484], [1.6335, 1.2398, -1.8326], [0.5201, -0.9609, -2.5591], [0.5314, -1.5101, -0.9768], [-2.1236, 2.6720, -2.5939], [-0.3399, 3.0903, -2.6956], [-1.1287, 1.8654, -3.6369], [2.0975, -1.1711, -1.8205]],
  "forces_ev_per_angstrom": [[-1.655, 1.441, 0.748], [3.516, -0.237, -1.455], [-1.356, -0.944, 0.851], [-1.672, 1.635, 0.279], [0.141, -0.188, -0.542], [0.356, 0.317, -0.186], [0.424, -1.515, -0.057], [0.279, -0.381, 0.154], [-0.013, -0.129, 0.114], [-0.691, -1.681, -0.906], [-3.311, 1.935, 2.851], [0.541, -0.094, 1.113], [0.645, 0.116, -0.798], [0.269, 0.142, -1.098], [-0.398, 0.326, 0.846], [-0.203, 0.110, -1.354], [1.022, 0.364, -0.367], [0.103, 0.458, 0.591], [-0.421, 0.167, 0.140], [0.459, -1.182, -0.754], [1.965, -0.661, -0.169]],
  "orbital_gap_ev": 9.1,
  "e_lumo_ev": 0.8,
  "smiles": "CC(N)=O.CCSC",
  "max_force_ev_per_a": 4.78,
  "relative_energy_kcal_mol": 19.4,
  "energy_ev": -19768.262,
  "e_homo_ev": -8.3
}